{"formula": "C4H12N2", "method": "ωB97M-V/def2-TZVPD", "species": ["C", "C", "C", "N", "C", "N", "H", "H", "H", "H", "H", "H", "H", "H", "H", "H", "H", "H"], "xyz": [[0.10383, 0.46917, 1.87753], [0.64317, 0.80757, 0.50305], [2.11960, 0.37380, 0.38788], [-0.14076, 0.28208, -0.58999], [-1.27890, -0.61199, -0.47540], [-1.55205, -1.30573, -1.68906], [0.87245, 0.66073, 2.63066], [-0.11048, -0.58948, 1.98262], [-0.75357, 1.01404, 2.26694], [0.69121, 1.90359, 0.44123], [2.57484, 0.79310, -0.50865], [2.15088, -0.70819, 0.32029], [2.70797, 0.74212, 1.22803], [0.06680, 0.64485, -1.50157], [-2.16820, -0.10721, -0.09369], [-1.04720, -1.34568, 0.30265], [-1.97945, -0.70158, -2.37833], [-0.68421, -1.67741, -2.05103]], "atomic_forces_ev_per_a": [[0.294, -0.394, 0.917], [0.586, 0.728, -0.010], [-0.399, 0.093, -0.062], [0.089, -0.095, 0.052], [0.601, 0.184, 1.030], [-0.379, -0.154, -0.293], [0.151, 0.066, -0.171], [-0.068, -0.211, -0.051], [-0.304, 0.155, -0.611], [-0.295, 0.071, -0.027], [-0.084, -0.078, -0.178], [0.251, -0.241, 0.109], [-0.005, -0.129, 0.126], [-0.174, 0.073, -0.059], [-0.344, 0.119, -0.348], [0.018, -0.102, -0.148], [0.104, -0.028, -0.079], [-0.044, -0.057, -0.196]], "spin_multiplicity": 1, "e_lumo_ev": 1.16, "total_charge": 0, "homo_ev": -8.02, "e_above_lowest_ev": 0.746, "orbital_gap_ev": 9.18, "smiles": "CC(C)NCN"}